{"formula": "C49H93AlN14O2PS", "method": "ωB97M-V/def2-TZVPD", "e_tot_ha": -3821.79759, "lumo_energy_ev": 1.5, "gap_ev": 5.6, "charge": -1, "symbols": ["N", "C", "Al", "N", "P", "O", "O", "S", "H", "H", "H", "H", "H", "H", "H", "H", "H", "C", "C", "C", "C", "N", "H", "H", "H", "H", "H", "H", "H", "C", "C", "C", "C", "N", "H", "H", "H", "H", "H", "H", "H", "C", "C", "C", "C", "N", "H", "H", "H", "H", "H", "H", "H", "C", "C", "C", "C", "N", "H", "H", "H", "H", "H", "H", "H", "C", "C", "C", "C", "N", "H", "H", "H", "H", "H", "H", "H", "C", "C", "C", "C", "N", "H", "H", "H", "H", "H", "H", "H", "C", "C", "C", "C", "N", "H", "H", "H", "H", "H", "H", "H", "C", "C", "C", "C", "N", "H", "H", "H", "H", "H", "H", "H", "C", "C", "C", "C", "N", "H", "H", "H", "H", "H", "H", "H", "C", "C", "C", "C", "N", "H", "H", "H", "H", "H", "H", "H", "C", "C", "C", "C", "N", "H", "H", "H", "H", "H", "H", "H", "C", "C", "C", "C", "N", "H", "H", "H", "H", "H", "H", "H"], "xyz": [[0.787, 2.701, 0.205], [-0.063, 1.528, 0.598], [-1.136, 0.883, -1.048], [-0.663, -0.914, -1.454], [-3.420, 1.098, -0.436], [-3.884, 2.687, -0.913], [-3.622, 0.886, 1.247], [-4.613, -0.164, -1.317], [0.653, 2.886, -0.789], [0.496, 3.522, 0.733], [-0.771, 1.822, 1.421], [0.550, 0.642, 0.915], [-0.813, 1.931, -2.219], [0.082, -1.147, -0.807], [-0.199, -0.868, -2.386], [-3.957, 3.156, -0.057], [-3.003, 1.487, 1.708], [-2.822, -4.523, 1.601], [-2.219, -3.760, 2.775], [-2.436, -2.250, 2.676], [-1.793, -1.731, 1.443], [-1.296, -1.326, 0.481], [-2.356, -4.237, 0.656], [-2.670, -5.598, 1.728], [-3.897, -4.338, 1.525], [-1.148, -3.980, 2.827], [-2.668, -4.124, 3.705], [-1.999, -1.755, 3.546], [-3.504, -2.018, 2.653], [-3.867, -0.515, 5.971], [-5.355, -0.224, 5.866], [-6.223, -1.462, 6.137], [-5.928, -2.542, 5.135], [-5.702, -3.373, 4.367], [-3.559, -1.249, 5.224], [-3.287, 0.393, 5.796], [-3.604, -0.897, 6.962], [-5.575, 0.166, 4.869], [-5.615, 0.560, 6.581], [-7.280, -1.198, 6.065], [-6.036, -1.847, 7.142], [4.557, 3.676, -0.191], [5.762, 2.796, -0.510], [5.703, 2.190, -1.916], [4.495, 1.338, -2.049], [3.555, 0.684, -2.151], [3.625, 3.105, -0.206], [4.656, 4.107, 0.806], [4.471, 4.495, -0.910], [5.823, 1.997, 0.235], [6.674, 3.393, -0.418], [6.591, 1.581, -2.100], [5.670, 2.977, -2.670], [2.321, -4.966, -4.543], [0.872, -4.868, -4.078], [0.390, -3.427, -3.915], [1.202, -2.718, -2.901], [1.809, -2.168, -2.098], [3.008, -4.529, -3.815], [2.609, -6.012, -4.674], [2.462, -4.453, -5.498], [0.769, -5.403, -3.129], [0.226, -5.371, -4.801], [-0.653, -3.417, -3.595], [0.458, -2.891, -4.864], [4.495, -2.267, 3.132], [3.179, -1.874, 2.474], [3.252, -0.588, 1.651], [3.640, 0.551, 2.522], [3.940, 1.430, 3.200], [4.831, -1.516, 3.852], [4.356, -3.205, 3.671], [5.285, -2.405, 2.388], [2.420, -1.763, 3.254], [2.857, -2.689, 1.820], [2.278, -0.381, 1.205], [3.982, -0.684, 0.844], [3.910, -7.520, 2.307], [2.433, -7.339, 2.643], [2.026, -5.873, 2.787], [2.796, -5.232, 3.884], [3.399, -4.736, 4.729], [4.554, -7.133, 3.100], [4.145, -8.580, 2.187], [4.166, -7.008, 1.375], [2.212, -7.873, 3.571], [1.831, -7.799, 1.857], [0.960, -5.804, 3.013], [2.211, -5.327, 1.859], [5.054, 5.198, -6.382], [6.569, 5.350, -6.273], [7.151, 4.587, -5.087], [6.576, 5.104, -3.813], [6.145, 5.503, -2.823], [4.543, 5.609, -5.508], [4.685, 5.737, -7.256], [4.771, 4.147, -6.483], [6.820, 6.411, -6.187], [7.028, 4.987, -7.196], [8.236, 4.704, -5.052], [6.928, 3.521, -5.176], [6.647, 10.263, -2.198], [5.147, 10.341, -1.940], [4.334, 9.446, -2.879], [4.551, 9.865, -4.291], [4.724, 10.176, -5.417], [6.899, 10.611, -3.201], [7.189, 10.893, -1.489], [7.010, 9.237, -2.088], [4.822, 11.380, -2.046], [4.949, 10.047, -0.904], [3.268, 9.525, -2.646], [4.629, 8.399, -2.762], [-4.351, -6.676, 4.307], [-3.741, -7.029, 5.659], [-2.277, -6.595, 5.785], [-1.454, -7.272, 4.750], [-0.821, -7.794, 3.945], [-3.840, -7.188, 3.489], [-5.400, -6.976, 4.273], [-4.301, -5.599, 4.122], [-3.820, -8.109, 5.814], [-4.323, -6.548, 6.449], [-1.889, -6.857, 6.771], [-2.186, -5.514, 5.661], [3.005, 9.253, -10.174], [2.326, 8.073, -9.487], [1.728, 8.440, -8.127], [2.800, 8.915, -7.211], [3.633, 9.291, -6.496], [3.851, 9.625, -9.592], [3.390, 8.954, -11.151], [2.302, 10.077, -10.324], [3.054, 7.267, -9.366], [1.531, 7.694, -10.134], [1.244, 7.569, -7.681], [0.977, 9.226, -8.237], [-5.311, -4.959, -4.668], [-4.532, -5.265, -3.394], [-3.089, -4.758, -3.442], [-2.355, -5.408, -4.562], [-1.786, -5.910, -5.427], [-4.873, -5.457, -5.537], [-6.341, -5.311, -4.578], [-5.336, -3.884, -4.864], [-4.540, -6.345, -3.224], [-5.042, -4.803, -2.545], [-2.578, -4.988, -2.505], [-3.067, -3.675, -3.583], [-10.292, 0.171, 9.721], [-11.035, -0.134, 8.425], [-10.093, -0.405, 7.248], [-9.244, 0.787, 6.990], [-8.590, 1.710, 6.791], [-9.689, 1.077, 9.636], [-11.000, 0.328, 10.536], [-9.633, -0.656, 9.999], [-11.692, 0.707, 8.186], [-11.674, -1.007, 8.577], [-10.669, -0.630, 6.349], [-9.450, -1.261, 7.462]], "forces_ev_per_angstrom": [[-0.137, -0.335, 0.383], [-0.542, -0.019, -0.456], [1.389, -0.915, 0.545], [0.950, 1.503, -4.172], [-0.257, -0.275, -0.578], [0.065, -1.003, 2.112], [-0.068, 1.410, -0.832], [-0.317, -0.021, 0.139], [-0.041, 0.170, 0.347], [0.204, -0.138, -0.309], [0.734, -0.337, -0.311], [-0.418, 0.917, 0.130], [-0.202, 0.109, -0.187], [-0.054, -0.055, -0.663], [-0.261, 0.188, 0.485], [-0.088, 0.183, -0.670], [-0.105, -0.479, -0.239], [-0.014, -0.165, -0.016], [-0.064, -0.327, -0.057], [0.325, -0.091, -0.509], [-0.313, 0.118, 0.213], [-1.419, -0.753, 4.796], [-0.035, 0.114, 0.058], [-0.031, 0.031, 0.014], [0.043, 0.017, -0.008], [-0.015, 0.110, 0.057], [0.013, 0.123, 0.002], [0.026, 0.114, -0.126], [0.048, 0.047, -0.110], [0.095, -0.031, -0.042], [0.157, 0.096, -0.010], [0.319, -0.241, -0.753], [-0.220, 0.130, 0.383], [-0.066, 0.517, 0.476], [0.005, -0.007, 0.065], [-0.014, -0.051, 0.019], [0.001, 0.001, -0.041], [-0.089, -0.041, 0.071], [-0.192, -0.102, -0.035], [0.027, -0.119, -0.060], [0.016, -0.107, -0.091], [-0.103, -0.022, -0.019], [-0.074, 0.304, 0.235], [-0.415, -0.375, 0.310], [0.452, 0.222, -0.227], [0.144, 0.086, 0.021], [0.014, 0.019, 0.021], [-0.006, -0.032, -0.035], [0.039, -0.041, 0.021], [0.050, -0.026, -0.097], [0.035, -0.091, -0.107], [-0.097, -0.062, -0.070], [-0.115, -0.051, 0.058], [0.046, -0.047, 0.084], [0.300, -0.256, -0.241], [0.334, -0.005, 0.408], [-0.359, -0.199, -0.382], [0.537, -0.441, -0.027], [-0.041, 0.069, -0.049], [-0.017, 0.039, -0.053], [0.014, -0.015, 0.040], [-0.085, 0.080, -0.003], [0.219, 0.147, 0.186], [0.085, 0.232, 0.076], [0.002, 0.028, 0.056], [0.066, -0.108, 0.021], [0.160, -0.212, 0.178], [0.018, 0.229, 0.493], [-0.179, -0.141, -0.514], [0.021, -0.188, -0.036], [-0.023, 0.039, -0.079], [0.279, 0.360, -0.141], [-0.027, 0.048, 0.003], [-0.052, 0.012, -0.108], [-0.094, 0.130, -0.069], [0.136, 0.190, -0.074], [-0.053, 0.086, 0.004], [0.020, -0.008, -0.012], [0.259, -0.301, -0.059], [0.288, 0.032, 0.432], [-0.411, -0.029, -0.297], [-0.297, -0.474, 0.005], [-0.038, 0.055, -0.042], [-0.010, 0.046, -0.036], [0.026, -0.019, 0.046], [-0.135, 0.072, -0.065], [-0.105, 0.101, 0.097], [0.061, 0.078, 0.043], [0.031, 0.058, 0.081], [-0.013, 0.051, -0.064], [-0.318, 0.174, -0.261], [-0.258, 0.376, 0.418], [0.376, -0.270, -0.229], [0.126, 0.010, -0.367], [0.051, -0.046, -0.003], [-0.003, -0.043, 0.033], [-0.012, 0.048, 0.018], [0.044, -0.068, 0.021], [0.107, -0.033, 0.115], [-0.048, -0.030, 0.128], [-0.029, 0.031, 0.144], [0.094, 0.043, 0.059], [0.182, -0.003, 0.216], [0.002, 0.368, -0.698], [0.881, 0.783, -0.794], [3.619, 2.971, 6.336], [-0.086, -0.073, -0.004], [-0.004, -0.068, 0.000], [-0.010, 0.045, -0.013], [-0.089, -0.082, -0.024], [-0.076, -0.014, -0.075], [0.037, -0.108, -0.044], [-0.040, 0.025, -0.059], [0.015, 0.044, -0.012], [-0.315, -0.044, -0.218], [0.035, -0.417, -0.324], [-0.040, 0.390, 0.401], [-0.092, 0.059, 0.086], [0.047, 0.020, 0.054], [0.028, 0.078, 0.003], [-0.098, -0.120, -0.011], [0.095, 0.052, 0.101], [0.129, 0.002, 0.042], [0.124, 0.015, -0.094], [0.070, -0.062, -0.070], [0.044, -0.016, -0.054], [0.123, 0.093, -0.272], [0.503, 0.100, 0.153], [-0.295, 0.225, 0.215], [-4.726, -4.456, -5.351], [-0.081, 0.005, 0.038], [-0.047, 0.036, 0.016], [0.049, -0.015, 0.005], [-0.105, -0.012, 0.072], [-0.026, -0.040, 0.122], [0.034, 0.095, 0.103], [0.055, -0.007, 0.055], [-0.054, -0.004, -0.024], [-0.313, -0.047, -0.107], [0.049, -0.390, -0.397], [-0.127, 0.265, 0.318], [-0.458, 0.038, 0.147], [0.046, 0.047, 0.035], [0.026, 0.057, 0.003], [-0.005, -0.051, 0.005], [0.085, 0.053, 0.061], [0.162, 0.021, 0.020], [0.106, 0.067, -0.095], [0.060, -0.033, 0.012], [-0.029, 0.018, 0.047], [-0.056, 0.039, 0.326], [0.056, 0.573, 0.036], [-0.157, -0.518, -0.135], [-0.077, -0.124, 0.090], [0.015, -0.063, -0.048], [0.044, -0.045, -0.017], [-0.014, 0.048, 0.008], [0.027, -0.082, -0.101], [0.031, 0.009, -0.133], [0.137, 0.039, -0.038], [0.033, 0.069, -0.027]], "lowdin_charge": [-0.098, -0.359, 0.105, -0.177, 0.167, -0.353, -0.356, 0.082, -0.011, 0.037, 0.023, 0.006, -0.072, -0.056, -0.036, 0.031, 0.026, -0.102, -0.266, -0.172, -0.121, 0.123, 0.070, 0.059, 0.081, 0.103, 0.070, 0.105, 0.110, -0.103, -0.260, -0.174, -0.192, 0.164, 0.047, 0.080, 0.078, 0.118, 0.102, 0.087, 0.115, -0.114, -0.268, -0.194, -0.223, 0.162, 0.051, 0.071, 0.050, 0.101, 0.099, 0.110, 0.069, -0.114, -0.280, -0.169, -0.239, 0.158, 0.067, 0.066, 0.074, 0.113, 0.051, 0.088, 0.125, -0.119, -0.267, -0.174, -0.231, 0.132, 0.071, 0.006, 0.076, 0.112, 0.099, 0.089, 0.113, -0.114, -0.278, -0.177, -0.211, 0.152, 0.069, 0.069, 0.077, 0.101, 0.108, 0.087, 0.118, -0.104, -0.266, -0.178, -0.214, 0.175, 0.072, 0.061, 0.080, 0.113, 0.107, 0.115, 0.118, -0.122, -0.278, -0.187, -0.199, 0.034, 0.065, 0.066, 0.073, 0.106, 0.104, 0.110, 0.104, -0.113, -0.261, -0.177, -0.214, 0.162, 0.068, 0.075, 0.031, 0.109, 0.106, 0.114, 0.109, -0.113, -0.268, -0.172, -0.093, 0.097, 0.072, 0.070, 0.076, 0.104, 0.107, 0.117, 0.117, -0.113, -0.263, -0.174, -0.223, 0.151, 0.067, 0.069, 0.081, 0.109, 0.112, 0.118, 0.125, -0.113, -0.268, -0.188, -0.236, 0.156, 0.071, 0.072, 0.076, 0.112, 0.108, 0.118, 0.110]}